[1]
Below is a 2-piece molecular cluster, C14H20N4O5P overall, with properties calculated with wB97M-V/def2-TZVPD.

Geometry (Å):
N  -4.652130  -0.987269  0.379887
C  -4.248463  0.358947  -0.104205
C  -3.442889  0.221550  -1.350415
C  -2.107799  0.284853  -1.447115
C  -1.173440  0.582591  -0.310673
O  -0.806080  1.964168  -0.190313
N  -1.968148  2.824298  -0.260996
O  -2.176186  3.322161  0.761375
C  -1.532383  0.033279  -2.795714
O  -0.552987  0.607354  -3.223023
C  -2.270758  -0.969283  -3.605851
P  -1.457750  -2.157065  -4.710217
O  -2.372155  -3.259409  -5.065732
C  -3.597615  -1.010885  -3.535038
C  -4.232663  -0.042237  -2.600710
O  -5.271503  0.531426  -2.830212
H  -5.604750  -1.172781  0.094479
H  -4.108509  -1.688296  -0.108634
H  -3.677683  0.845448  0.668787
H  -5.140264  0.937419  -0.299574
H  -1.602527  0.213615  0.613473
H  -0.244306  0.062549  -0.495625
H  -1.050578  -1.426640  -5.839472
H  -0.329634  -2.624153  -4.010309
H  -4.194758  -1.710450  -4.096308
C  5.889804  -0.785487  1.389023
C  4.691388  -0.198602  0.670050
N  3.657975  0.303700  1.592157
C  2.637109  1.154540  1.230997
C  1.880705  1.357415  2.336709
N  2.452509  0.627208  3.351757
C  3.525221  0.000834  2.877826
C  1.973372  0.540626  4.734473
H  5.613040  -1.648934  1.995289
H  6.623277  -1.118723  0.660137
H  6.361055  -0.045902  2.037434
H  4.224557  -0.945009  0.027835
H  4.997028  0.638841  0.045920
H  2.567078  1.516893  0.220362
H  0.993276  1.937136  2.520969
H  4.170263  -0.639756  3.451245
H  2.737077  0.919191  5.408748
H  1.746472  -0.494405  4.975993
H  1.074752  1.139243  4.835209

Forces on atoms 1 to 2 (eV/Å):
0.008 0.238 -0.492
-0.039 -0.620 0.179

Net charge: +1
Relative energy (zero: lowest compared OMol25 entry of this formula, charge and spin) (kcal per mole): 0.00
HOMO energy (eV): -11.95
LUMO level (Ha): -0.127
Gap between HOMO and LUMO (hartree): 0.3122

***

[2]
Below is a 4-piece molecular cluster, H8O4 overall, with properties calculated with wB97M-V/def2-TZVPD.

Geometry (Å):
O  1.995888  2.465597  1.241396
H  1.192273  1.934017  1.066732
H  2.395008  2.596902  0.376467
O  -3.040377  -0.264925  -1.454152
H  -2.796374  -0.959027  -0.830573
H  -3.092502  -0.709864  -2.307907
O  1.141719  -1.906661  0.770797
H  0.682199  -2.682793  0.428670
H  1.840247  -1.729648  0.125974
O  -0.064759  0.759180  0.389118
H  0.583026  0.035338  0.299525
H  -0.836347  0.461884  -0.106048

Forces on atoms 1 to 2 (eV/Å):
-0.243 -0.325 -0.029
0.362 0.502 0.028

Relative energy (zero: lowest compared OMol25 entry of this formula, charge and spin) (kcal per mole): 21.73
HOMO energy (eV): -10.64
LUMO level (Ha): 0.003
SMILES string: O.O.O.O
Gap between HOMO and LUMO (hartree): 0.3942

***

[3]
Below is an isolated molecule of C8H13N at a distorted geometry, with properties calculated with wB97M-V/def2-TZVPD.

Geometry (Å):
C  1.135104  0.428171  -1.735492
C  -0.220503  0.882399  -1.019852
C  -0.485720  1.557253  0.516274
C  -1.797200  0.836132  0.387755
N  -1.051683  -0.377149  -0.517236
C  -0.099493  -0.755666  0.507862
C  0.440078  -1.845992  -0.191308
C  -0.136426  -0.498549  2.031529
C  0.459682  0.444569  1.098666
H  1.974076  1.435425  -1.594771
H  0.861755  0.226776  -3.001791
H  1.687202  -0.390648  -1.133283
H  -0.899403  1.271721  -1.693335
H  -0.573845  2.766413  0.505556
H  -2.579231  1.303590  -0.297991
H  -2.260968  0.255882  1.272924
H  0.640474  -1.493624  -1.058989
H  0.062610  -2.748968  0.070393
H  1.550405  -2.390301  0.085445
H  0.737989  -1.148393  2.523265
H  -0.997170  -0.364081  2.502717
H  1.552267  0.605041  0.741663

Forces on atoms 1 to 2 (eV/Å):
1.384 3.256 -0.647
0.319 -1.997 0.870

Relative energy (zero: lowest compared OMol25 entry of this formula, charge and spin) (kcal per mole): 206.84
HOMO energy (eV): -8.85
LUMO level (Ha): 0.037
SMILES string: C[C@@H]1[C@H]2CN1[C@]1(C)C[C@H]21
Gap between HOMO and LUMO (hartree): 0.3627

***

[4]
Below is a 6-piece molecular cluster, C12H23Cl8NO3 overall at a distorted geometry, with properties calculated with wB97M-V/def2-TZVPD.

Geometry (Å):
Cl  8.544313  3.581637  9.669420
C  6.759723  3.858137  9.583630
Cl  5.858013  2.766267  10.682510
Cl  6.420313  5.536517  10.092610
Cl  6.213633  3.614057  7.968350
Cl  -2.416037  2.702087  -9.204760
C  -1.832977  3.898187  -8.028030
Cl  -0.325867  3.355167  -7.312830
Cl  -1.540257  5.339117  -9.011520
Cl  -3.067807  4.179157  -6.753370
C  -6.149557  -3.535663  -5.040010
C  -5.242297  -2.632293  -4.526700
C  -5.478947  -2.459343  -3.186000
N  -6.475817  -3.262663  -2.871900
C  -6.918897  -3.936193  -4.022630
H  -6.362097  -3.803593  -6.064440
H  -4.552027  -1.982893  -5.044590
H  -5.058967  -1.801123  -2.439840
H  -6.954537  -3.291433  -1.983020
H  -7.772757  -4.595583  -3.972280
C  1.744513  3.811087  1.336970
C  1.066063  2.765617  0.374200
O  1.154873  1.471487  0.902500
H  2.813373  3.822327  1.550320
H  1.230263  3.525657  2.254690
H  1.327643  4.751737  0.977120
H  1.617093  2.703097  -0.564180
H  0.016673  3.024867  0.233890
H  1.127363  0.785947  0.231010
C  4.000143  -2.902373  -3.691430
C  3.190133  -4.153243  -3.282740
O  1.945613  -3.748073  -2.784600
H  4.724433  -3.098893  -4.481930
H  4.470813  -2.442933  -2.822250
H  3.267693  -2.249963  -4.166790
H  3.777933  -4.713743  -2.555790
H  3.020703  -4.924343  -4.034270
H  1.558653  -4.537833  -2.399710
C  0.020833  -0.559853  6.383330
C  -1.166587  0.328287  6.183080
O  -1.795147  -0.120823  5.015140
H  0.852393  -0.283763  5.734960
H  -0.245387  -1.607933  6.246370
H  0.468493  -0.472743  7.373330
H  -0.749537  1.335337  6.185270
H  -1.997527  0.238377  6.882760
H  -1.088637  -0.276843  4.384170

Forces on atoms 1 to 2 (eV/Å):
-0.885 -0.030 0.125
0.348 0.252 0.941

Relative energy (zero: lowest compared OMol25 entry of this formula, charge and spin) (kcal per mole): 0.00
HOMO energy (eV): -8.19
LUMO level (Ha): 0.005
SMILES string: ClC(Cl)(Cl)Cl.ClC(Cl)(Cl)Cl.c1cc[nH]c1.CCO.CCO.CCO
Gap between HOMO and LUMO (hartree): 0.3064

***

[5]
Below is an isolated molecule of C7H13N at a distorted geometry, with properties calculated with wB97M-V/def2-TZVPD.

Geometry (Å):
C  2.178146  0.191231  0.830267
N  0.832476  -0.103288  0.528486
C  0.781585  -1.057853  -0.610189
C  -0.483820  -0.569529  -1.419663
C  -1.172108  0.263514  -0.398801
C  -1.740564  -0.686449  0.711711
C  -1.202091  1.694404  0.188597
C  0.084962  1.013346  -0.007989
H  2.313487  0.918675  1.618873
H  2.758607  0.534287  -0.054007
H  2.693189  -0.730855  1.237662
H  0.628168  -2.100514  -0.177810
H  1.711605  -0.939902  -1.179490
H  -1.106436  -1.418217  -1.816785
H  -0.125132  -0.058900  -2.315335
H  -1.472855  -1.738930  0.543771
H  -1.278085  -0.370819  1.705397
H  -2.832675  -0.608784  0.836455
H  -1.771152  1.797153  1.139263
H  -1.383871  2.580128  -0.416240
H  0.586564  1.391303  -0.944172

Forces on atoms 1 to 2 (eV/Å):
2.211 -0.950 0.839
0.079 0.786 0.389

Relative energy (zero: lowest compared OMol25 entry of this formula, charge and spin) (kcal per mole): 95.55
HOMO energy (eV): -8.37
LUMO level (Ha): 0.040
SMILES string: CN1CC[C@@]2(C)C[C@@H]12
Gap between HOMO and LUMO (hartree): 0.3476

***

[6]
Below is a 4-piece molecular cluster, C11H30O4 overall at a distorted geometry, with properties calculated with wB97M-V/def2-TZVPD.

Geometry (Å):
C  -1.981403  5.939467  3.520954
C  -2.506779  6.279059  2.091666
C  -2.017865  7.645707  1.671464
O  -1.942743  5.489749  1.095704
H  -0.907609  5.800202  3.646103
H  -2.504864  5.134721  4.037150
H  -2.277699  6.711621  4.230942
H  -3.594992  6.336057  2.066155
H  -2.401486  8.475928  2.264468
H  -2.454322  7.819954  0.687977
H  -0.928068  7.633580  1.654629
H  -1.025492  5.731180  0.947533
C  1.112362  0.776178  4.991057
C  1.596429  0.230231  3.622188
C  0.913625  -0.994723  3.275174
O  1.149130  1.232363  2.627717
H  0.078670  0.522104  5.225611
H  1.322637  1.835861  5.135821
H  1.617156  0.145956  5.723237
H  2.685805  0.202861  3.597705
H  1.054506  -1.727754  4.069473
H  1.308087  -1.541046  2.418418
H  -0.147985  -0.825824  3.094756
H  0.204091  1.263063  2.461691
C  3.921620  -5.887528  -2.923614
C  2.519527  -6.329424  -3.125062
C  2.374829  -7.354942  -4.304265
O  2.273114  -7.148102  -1.951924
H  4.221271  -5.300163  -3.791567
H  4.704085  -6.630984  -2.771485
H  3.959727  -5.214120  -2.067370
H  1.874414  -5.458469  -3.240711
H  1.305299  -7.414146  -4.506009
H  2.724777  -8.352545  -4.038871
H  2.730099  -6.996512  -5.270388
H  1.316196  -7.119929  -1.880561
C  -2.620729  -0.511861  -2.912164
C  -2.262823  0.261274  -4.158485
O  -2.758719  -0.447469  -5.327703
H  -3.669079  -0.743992  -2.724577
H  -2.304933  0.068751  -2.045409
H  -2.079987  -1.456009  -2.846748
H  -1.199408  0.500457  -4.165009
H  -2.736674  1.238084  -4.061544
H  -2.643798  0.181132  -6.044127

Forces on atoms 1 to 2 (eV/Å):
-1.275 0.153 0.532
1.896 1.523 1.375

Relative energy (zero: lowest compared OMol25 entry of this formula, charge and spin) (kcal per mole): 41.69
HOMO energy (eV): -10.04
LUMO level (Ha): 0.021
SMILES string: CC(C)O.CC(C)O.CC(C)O.CCO
Gap between HOMO and LUMO (hartree): 0.3902

***

[7]
Below is an isolated molecule of C4H6O2S2, with properties calculated with wB97M-V/def2-TZVPD.

Geometry (Å):
C  0.246399  1.293831  -0.824412
C  0.063277  -0.215858  -0.582574
C  -1.284162  -0.550212  0.022636
O  -1.751434  0.422426  0.789749
S  -2.063031  -1.971949  -0.210866
C  1.183556  -0.713996  0.315131
O  0.926086  -0.438187  1.594179
S  2.549729  -1.427479  -0.188050
H  0.199667  1.862792  0.100562
H  1.222229  1.465848  -1.307835
H  -0.544840  1.667006  -1.484826
H  0.180600  -0.756062  -1.490698
H  -2.603227  0.106083  1.148831
H  1.675150  -0.744244  2.118174

Forces on atoms 1 to 2 (eV/Å):
0.217 0.053 -0.401
0.212 0.512 0.712

Relative energy (zero: lowest compared OMol25 entry of this formula, charge and spin) (kcal per mole): 19.74
HOMO energy (eV): -9.13
LUMO level (Ha): -0.001
SMILES string: CC(C(O)=S)C(O)=S
Gap between HOMO and LUMO (hartree): 0.3346

***

[8]
Below is a 2-piece molecular cluster, C10H9N2O2 overall at a distorted geometry, with properties calculated with wB97M-V/def2-TZVPD.

Geometry (Å):
C  1.412042  1.793338  -0.789603
C  -0.010885  1.533374  -0.815956
C  0.343902  -0.753120  -0.061255
C  2.207753  0.784157  -0.376081
C  1.679106  -0.499439  -0.043581
C  -0.513735  0.345169  -0.472447
C  3.890978  -0.683236  0.342354
C  -5.774324  -0.915442  0.199894
C  -4.672309  -0.451688  0.631797
C  3.616595  0.730122  -0.001241
N  -2.568365  -0.812424  -0.060603
N  2.669999  -1.372963  0.321330
O  4.923040  -1.175373  0.686842
O  -1.933986  0.200161  -0.483809
H  1.730263  2.805388  -0.786562
H  -0.659505  2.398911  -1.052856
H  -0.169070  -1.578731  0.442710
H  -6.643963  -0.845435  0.949146
H  -6.039931  -1.399390  -0.793849
H  -4.196046  -0.150824  1.580027
H  4.162231  1.048021  -0.916978
H  4.051037  1.335288  0.745836
H  2.495172  -2.335868  0.754890

Forces on atoms 1 to 2 (eV/Å):
-2.228 -0.879 0.990
0.504 3.074 -1.033

Net charge: +1
Relative energy (zero: lowest compared OMol25 entry of this formula, charge and spin) (kcal per mole): 123.72
HOMO energy (alpha / beta) (eV): -12.10 / -12.10
LUMO level (alpha / beta) (Ha): -0.226 / -0.225
Gap between HOMO and LUMO (alpha / beta) (hartree): 0.2192 / 0.2202